C32H48InP2 as an isolated structure in a non-equilibrium geometry. Source: the Open Molecules 2025 dataset; level of theory: the ωB97M-V functional and the def2-TZVPD basis.

Calculated values
Kohn-Sham gap (alpha / beta): 4.3 / 4.8 eV
Calculated total energy: -2120.32394 a.u.
Total charge: +1

Geometry (Å):
In 0.3824 1.5589 -1.0042
P -1.0907 -1.1513 -2.0188
P 2.6659 -0.6514 -0.5257
C -3.0965 0.4735 3.1570
C 0.0868 -1.8117 0.7886
C -0.4549 2.9553 -2.4111
C 0.0058 2.1017 4.4269
C 0.3271 4.2562 -2.4785
C -4.4298 0.4670 2.5516
C 1.8764 4.2799 -2.1742
C 0.7091 -1.5277 -2.6096
C 2.6348 3.0304 -2.3905
C 0.1900 -3.1713 1.2636
C 0.8710 -5.4929 0.7972
C -0.2300 1.9396 -3.4257
C 1.7956 2.7279 -4.7158
C 0.5745 -5.9156 2.0765
C -1.0645 -0.1791 4.0278
C 0.3881 2.1519 -4.7593
C 0.7001 -4.1792 0.3948
C -1.8568 -2.7373 -1.5579
C 4.4795 -0.8394 -0.7242
C -2.8251 -2.0281 3.4229
C 2.5159 2.2846 -3.5114
C -0.1248 -3.6494 2.5435
C 0.0723 -4.9591 2.9447
C 2.8200 1.1866 -0.0917
C -2.3152 -0.6575 3.5320
C -0.0314 -0.7200 0.1387
C -2.2881 -0.7784 -3.4098
C -2.3487 1.6462 3.4476
C 0.0679 -0.9608 4.5280
C 1.9464 -0.6285 -2.3319
C -2.7525 3.0350 3.1815
C -1.0950 1.2413 3.9761
H -3.2673 -1.1606 -3.1381
H 3.1080 1.2417 0.9544
H 0.9790 1.6330 4.2417
H 0.4244 1.1539 -5.2523
H -1.9746 -1.2391 -4.3617
H -1.8795 3.6971 3.1054
H 4.7291 -0.5877 -1.7605
H 0.7129 -6.9722 2.3756
H -3.2970 3.0945 2.2310
H 2.3077 5.0859 -2.8227
H -2.4507 -2.5423 2.5281
H -3.4142 3.4535 3.9542
H -3.9218 -2.0568 3.3740
H 0.1920 4.6108 -3.5179
H 0.7126 -1.3333 3.7205
H -2.4231 0.3052 -3.5106
H 2.0124 1.9989 -0.0960
H -5.2455 0.6066 3.2743
H -1.4942 -3.0488 -0.5742
H 3.5845 2.9636 -1.8106
H -4.6122 -0.4831 2.0483
H -0.1388 4.9592 -1.7580
H 3.5983 1.5798 -0.7388
H -0.1792 -5.2782 3.9493
H -1.6039 -3.4704 -2.3433
H 1.2527 -6.2350 0.0719
H 0.8990 -2.5067 -2.1275
H 1.7877 0.3797 -2.7492
H 2.0739 4.6135 -1.1411
H 0.6113 -1.6794 -3.7007
H -0.2414 -1.8153 5.1350
H 4.9552 -0.1816 0.0228
H 2.8557 -1.0233 -2.8157
H -2.9497 -2.5996 -1.5283
H 1.0087 -3.8957 -0.6140
H 3.1916 1.4221 -3.6751
H -0.5146 -2.9629 3.2722
H -0.0314 2.3282 5.5025
H 1.7427 3.8229 -4.8031
H -4.5369 1.2568 1.7990
H -2.5371 -2.6376 4.2823
H -0.3089 2.7738 -5.3647
H -1.5435 3.1291 -2.1705
H -0.9744 1.1412 -3.4600
H 0.6863 -0.3368 5.1767
H 2.3084 2.3369 -5.6119
H 0.0079 3.0597 3.9029
H 4.6922 -1.8982 -0.5338



C42H55BaClF6IN5O5SSbSi as an isolated structure in a non-equilibrium geometry. Source: the Open Molecules 2025 dataset; level of theory: the ωB97M-V functional and the def2-TZVPD basis.

Calculated values
Kohn-Sham gap (alpha / beta): 6.2 / 5.2 eV
Calculated total energy: -4594.49363 a.u.
Total charge: -2
Spin multiplicity: 2

Geometry (Å):
Ba -2.5170 -0.8944 0.3437
I -3.5319 -2.4717 -4.6632
Sb -4.3867 1.8494 0.4858
Cl -1.2236 -7.4970 -3.2626
S 2.2540 1.8677 -0.0338
Si 1.6620 2.1218 -1.9824
F -3.9824 3.2672 -0.6739
F -4.2064 2.9383 2.0064
F -4.7528 0.4362 1.7023
F -4.6788 0.6410 -0.9539
F -2.5460 1.2863 0.3819
F -6.2112 2.3111 0.3789
O -1.7656 3.7422 1.2616
O 1.7012 3.7108 -2.5091
O 0.1419 1.4965 -2.1985
O -2.4688 -1.9390 -1.7087
O 2.5707 1.3568 -3.1578
N -6.7031 -2.2516 5.1961
N -0.3098 -0.7623 1.8934
N -3.7067 -2.4689 1.6813
N -5.2589 -3.2193 3.4304
N -1.2313 -3.5446 0.0904
C -0.3806 -5.6741 0.7432
C -2.3433 0.4759 4.8657
C 2.5320 5.4272 -1.0232
C -0.2036 -0.0482 -4.0468
C 0.0772 0.7365 5.4117
C 0.1081 4.7880 -1.0078
C -4.4739 -2.7586 2.5283
C -2.2019 -5.0160 -3.6711
C 2.0396 -2.0373 -0.5689
C 1.9521 -1.7407 2.2261
C -2.0779 1.2054 -2.9567
C 3.0504 -2.5332 0.2340
C -2.1936 -3.1413 -2.0613
C -0.6250 1.2694 -3.4008
C 3.7379 2.7243 -4.7811
C -1.5274 -4.0523 -1.1367
C 3.8545 1.6292 -3.7175
C 4.8545 2.0432 -2.6400
C 1.3556 4.9446 -1.8699
C 4.1806 -2.8303 2.4859
C 1.0043 -1.3287 0.0254
C -1.9602 0.1817 3.4120
C -0.6830 -4.3245 0.9879
C -2.5075 -3.6945 -3.3099
C -6.0127 -2.6499 4.3453
C 0.0444 -0.5897 6.1838
C -0.4452 2.4229 -4.3911
C 2.0632 -2.2079 -2.0643
C 4.3039 0.3301 -4.3716
C -1.0264 -1.5146 5.5868
C -0.5755 -0.5018 3.3103
C -0.6501 -6.2038 -0.4867
C -1.2999 1.4074 5.4945
C -1.5798 -5.8452 -2.7842
C -0.6807 -1.8152 4.1247
C 1.0902 5.9370 -2.9968
C 3.0280 -2.3472 1.6343
C -1.0504 3.3536 2.0328
C -1.2400 -5.3951 -1.4853
C 0.4403 0.4781 3.9436
C -2.3988 -0.8329 5.6605
C 0.8470 -1.2461 1.4484
H -2.2962 2.0884 -2.3485
H -0.3432 -0.8677 -3.3343
H 3.8561 -3.5974 3.1947
H 4.5478 2.9871 -2.1777
H -1.9379 1.1143 2.8522
H 1.0284 -1.0751 6.1354
H 4.4096 -0.4534 -3.6152
H -1.4675 -2.4306 3.6711
H -2.4719 -5.3843 -4.6508
H -2.7204 -0.4778 2.9808
H 2.2912 6.3803 -0.5377
H -2.6633 -0.6292 6.7034
H 1.1954 -2.7870 -2.3998
H -0.1768 -0.4005 7.2412
H 3.2377 3.5924 -4.3518
H -0.4587 -3.8714 1.9528
H -0.7336 3.3682 -3.9226
H 0.4068 1.4109 3.3749
H 1.9742 6.0184 -3.6366
H -1.0760 2.2559 -5.2698
H -1.5601 1.6049 6.5409
H 5.8536 2.1598 -3.0762
H -0.4320 -7.2394 -0.7064
H 0.8527 6.9267 -2.5904
H 0.3123 4.0764 -0.2050
H -2.7582 1.1913 -3.8150
H 3.5568 0.0069 -5.1032
H -3.3243 0.9555 4.8776
H -0.8123 -0.2493 -4.9332
H 4.6063 -2.0045 3.0613
H -3.1698 -1.4926 5.2470
H -1.2820 2.3641 4.9631
H 0.2504 5.5917 -3.6081
H 0.2275 -0.9039 -0.5998
H -1.0519 -2.4506 6.1494
H 3.4144 5.5620 -1.6604
H 2.0239 -1.2325 -2.5576
H 3.1427 2.3622 -5.6270
H 0.2524 -2.3815 4.0750
H 3.8858 -3.0603 -0.2179
H 2.7596 4.6759 -0.2637
H 0.8335 1.3926 5.8525
H 1.4616 0.1073 3.8748
H 5.2627 0.4684 -4.8841
H -0.7254 4.3996 -1.6049
H 4.7297 3.0148 -5.1465
H 2.9679 -2.7271 -2.3859
H 0.0582 -6.2813 1.5262
H 1.9520 -1.6698 3.3035
H -0.1829 5.7510 -0.5745
H 0.5978 2.5025 -4.7090
H 4.9748 -3.2532 1.8674
H 4.8822 1.2922 -1.8466
H 0.8523 -0.0025 -4.3284
H -2.2892 0.2989 -2.3785



C27H35BF2MgN7 as an isolated structure. Source: the Open Molecules 2025 dataset; level of theory: the ωB97M-V functional and the def2-TZVPD basis.

Calculated values
Kohn-Sham gap: 7.8 eV
Calculated total energy: -1857.79818 a.u.
Total charge: +1

Geometry (Å):
Mg -1.9655 0.2807 -0.9725
F -3.5681 -2.6276 -1.3876
F -4.3721 -1.5500 0.3923
N 1.8364 2.6283 0.5179
N -1.4877 0.0921 -3.1803
N 0.3362 -4.0216 -2.4072
N -3.2959 1.8705 -2.1215
N -0.5811 -1.0666 2.0924
N -0.1132 -1.9670 -1.6751
N 1.7392 -1.5469 0.6921
C 1.7453 -1.6699 2.0861
C -2.9105 3.2376 2.0931
C -0.4823 2.1678 1.3582
C 3.1637 -1.1922 -3.2736
C 0.5368 -1.4965 4.2081
C -1.6912 -0.8574 2.7492
C -2.1847 1.0179 -4.0900
C 1.3989 3.0940 -0.8279
C 2.8817 -1.9778 2.7887
C 1.4109 -3.2457 -2.8072
C -1.5865 1.8242 0.5567
C -0.5235 -3.2084 -1.7420
C 3.4431 -2.4896 -3.7378
C 3.2251 2.0809 0.4978
C 0.5350 -1.4046 2.8033
C -3.5225 1.3765 -3.4882
C 1.7285 -1.8236 4.9047
C -1.7894 3.5657 2.8397
C 1.1154 -1.9658 -2.3372
C 0.8698 1.5940 1.0889
C 2.0072 -0.9175 -2.5716
C -2.7946 2.3975 0.9887
C -1.7997 -0.9393 4.1564
C -0.5764 3.0101 2.4693
C 2.5744 -3.5387 -3.5135
C 2.8721 -2.0522 4.2000
C -0.6878 -1.2491 4.8770
B -3.4839 -1.4988 -0.6204
H 1.4673 2.2447 -1.5031
H -2.3170 0.5982 -5.0880
H 3.8022 -2.1829 2.2525
H 0.1976 -5.0033 -2.5699
H -2.7864 2.7476 -2.1350
H 3.7889 -2.3117 4.7148
H 0.3694 3.4290 -0.7484
H 2.7923 -4.5362 -3.8728
H 2.4526 -2.0974 0.2356
H 0.3048 3.2107 3.0787
H 1.8084 3.4341 1.1403
H -2.7539 -0.7536 4.6293
H -1.9207 -0.8302 -3.2120
H 1.7972 0.0797 -2.2034
H 2.0568 3.8946 -1.1562
H 3.8970 2.8250 0.0787
H -0.7186 -1.3194 5.9580
H 0.8332 -1.7153 0.2709
H -1.4550 -3.5704 -1.3296
H 3.8728 -0.3993 -3.4746
H -4.0468 2.0842 -4.1329
H -3.8835 3.6200 2.3796
H 3.5044 1.8283 1.5167
H -3.7290 2.1534 0.4912
H 1.7063 -1.8969 5.9856
H 1.3596 1.2292 1.9924
H -4.1450 0.4818 -3.4180
H -1.8613 4.2134 3.7044
H -2.5624 -0.5905 2.1566
H 0.8695 0.7829 0.3673
H -4.1696 2.0643 -1.6498
H -0.5321 -0.0701 -3.4741
H 4.3595 -2.6682 -4.2845
H -1.5695 1.9146 -4.1966
H 3.2080 1.1784 -0.1103



C5H10O as an isolated structure. Source: the Open Molecules 2025 dataset; level of theory: the ωB97M-V functional and the def2-TZVPD basis.

Calculated values
Kohn-Sham gap: 9.0 eV
Calculated total energy: -271.59168 a.u.

Geometry (Å):
O -0.0410 -0.2851 -0.7687
C 1.0397 0.5743 0.3509
C -1.6455 -0.8440 0.9164
C -0.6397 -1.3940 -0.0732
C 1.4093 -0.2199 -0.8405
C 0.7718 2.0097 -0.0008
H 0.1411 -1.9689 0.4335
H -1.1122 -2.0170 -0.8416
H 1.8832 -1.1967 -0.7085
H 1.6159 2.5759 0.4168
H -1.1108 -0.3215 1.7139
H 0.6926 2.2512 -1.0747
H -0.1255 2.3748 0.5110
H -2.3134 -0.1339 0.4184
H 1.6849 0.2449 -1.7963
H -2.2505 -1.6500 1.3431